Entry 1:
This record from OMol25 describes a structure of composition C33H48BrN3P2PdSe at a distorted geometry. The level of theory is ωB97M-V with the def2-TZVPD basis set.

The value obtained for the HOMO-LUMO gap (alpha / beta) is 6.61 / 3.00 eV. As for the energy relative to the best compared isomer or geometry (same formula, charge and spin): 6.2 kcal/mol. For the molar mass, the calculation gives 814.00 g mol⁻¹. The highest occupied orbital energy (alpha / beta) is -12.18 / -12.15 eV. The lowest unoccupied orbital energy (alpha / beta) is -5.57 / -9.15 eV.

Structure (ORCA input):
```
! RIJCOSX wB97M-V def2-TZVPD def2/J DEFGRID3
* xyz 2 3
C 2.940 -1.113 0.289
H 1.691 0.951 2.761
H -5.905 3.329 -7.638
P -1.075 -2.266 -1.504
C 2.414 -0.068 6.826
H -0.735 4.119 0.190
C 1.389 0.062 4.680
C -2.672 2.117 -3.580
C 2.481 0.366 5.484
H 0.284 -4.042 -2.365
H 4.720 -2.212 -4.125
H 2.346 -1.880 -0.240
C -6.389 5.113 -4.951
C 1.291 -0.799 7.299
C -0.391 1.545 -2.731
C -4.837 2.982 -5.765
H -1.937 -2.071 4.963
H -2.801 -1.965 -3.113
H -3.341 -1.734 -0.389
H 4.332 -2.302 1.518
C -0.170 -0.070 3.000
Se -1.069 -0.095 1.379
H -2.686 3.738 -1.296
H 5.825 1.473 -2.472
C -2.694 -2.654 -2.264
H -2.707 -4.698 -0.374
C 0.159 -2.590 -3.967
H 2.682 -2.132 2.192
Br 2.078 3.428 0.104
N -0.655 -0.653 4.148
C 4.962 -1.972 -3.083
H 5.942 -1.478 -3.062
H -0.041 -1.525 -4.105
H -5.405 4.968 -3.034
H 1.711 1.576 -2.209
N -6.496 4.680 -6.215
H -0.185 1.016 -3.672
C -1.648 2.328 -2.598
H 5.047 -2.918 -2.528
P 4.367 -0.625 -0.773
C 0.274 -2.961 -2.504
H 5.668 2.859 -1.394
H -4.184 3.001 -2.395
C 5.692 1.762 -1.425
C -3.719 -2.404 -1.171
H -0.711 -1.599 6.765
H 6.567 1.428 -0.860
H 2.879 -1.449 -2.568
H -2.381 1.476 -4.415
C 3.478 -1.614 1.645
H -1.330 -2.908 0.796
H 1.308 -1.204 8.322
C -1.739 3.246 -1.527
C -4.740 3.385 -4.408
H -4.215 2.200 -6.199
H -6.986 5.980 -4.655
H -2.487 -1.265 3.458
Pd -1.064 -0.073 -1.638
H -4.042 -3.323 -0.679
H 1.166 -2.544 -2.021
C 0.641 3.014 -1.024
H -2.540 -0.405 5.032
H 4.278 1.542 0.197
C -5.760 3.640 -6.596
H -4.605 -1.916 -1.576
N 1.073 0.415 3.366
C -5.523 4.509 -4.019
C -3.856 2.782 -3.422
C 0.765 2.025 -1.973
H 3.248 0.158 7.509
C 4.404 1.201 -0.837
H -1.339 -5.549 0.355
C -0.928 -3.442 -0.083
H -0.638 -3.149 -4.459
C 3.898 -1.035 -2.503
C -1.990 -1.128 4.411
H 3.329 0.913 5.049
C -1.615 -4.788 -0.386
C -0.646 3.506 -0.705
C 0.289 -0.612 5.158
H 1.094 -2.850 -4.469
C 0.190 -1.057 6.473
H -1.334 -5.186 -1.374
H 0.149 -3.595 0.106
H 3.536 1.540 -1.406
H -2.666 -3.689 -2.621
H 3.924 -0.068 -3.019
H 2.287 -0.230 0.425
H 3.823 -0.761 2.246
*
```

Entry 2:
This record from OMol25 describes a structure of composition C12H36Br2HfO16P3S at a distorted geometry. The level of theory is ωB97M-V with the def2-TZVPD basis set.

The value obtained for the HOMO-LUMO gap (alpha / beta) is 7.99 / 4.69 eV. For the molar mass, the calculation gives 899.69 g mol⁻¹. The highest occupied orbital energy (alpha / beta) is -14.84 / -14.82 eV. The lowest unoccupied orbital energy (alpha / beta) is -6.85 / -10.12 eV.

Structure (ORCA input):
```
! RIJCOSX wB97M-V def2-TZVPD def2/J DEFGRID3
* xyz 2 2
C 3.803 1.653 4.544
O 2.051 3.550 2.904
O 0.681 -2.450 -0.294
O 1.300 1.437 1.479
H -2.540 -0.247 -4.401
S 0.762 -3.929 -0.497
C -3.249 3.378 0.145
C 0.828 4.119 2.575
P -2.461 1.715 2.060
Br 0.422 -1.297 2.838
C 3.894 3.022 0.428
H 4.285 0.923 5.194
H 0.680 -4.404 1.821
H -3.058 -6.011 -1.767
O 1.675 1.048 -4.123
O 1.541 -4.502 -1.590
O 0.448 -0.583 -2.328
Br -2.180 -1.152 -0.834
H 4.564 2.375 4.250
H 1.342 -5.748 0.803
H 0.497 3.865 1.568
O 1.626 -1.504 -4.569
O 3.838 2.326 1.642
H 2.365 -4.263 1.411
C 1.423 -4.697 1.078
H -0.094 -6.498 -0.671
H 3.115 0.057 0.151
O -3.095 3.112 1.477
H -0.454 -5.829 -2.235
H 4.600 2.491 -0.210
P 2.356 2.097 2.327
H -5.371 0.038 1.710
O -0.478 -0.156 -4.712
C 1.498 1.622 -5.354
H 2.840 -2.100 -2.939
H -1.975 1.385 -4.812
O 2.762 1.146 3.653
O -2.138 2.180 3.538
H 4.359 3.957 0.738
H -2.302 -7.428 -1.455
H 2.956 3.036 -0.128
H -1.783 0.725 -3.277
H -2.502 -6.508 -0.051
H 3.191 2.131 5.309
H 2.118 -3.439 -3.779
H -5.023 1.840 1.309
H -2.616 4.262 0.064
H -2.951 2.710 -0.663
C -3.157 2.635 4.454
O -1.286 1.180 1.285
O -3.662 0.627 2.218
C -4.956 1.002 2.004
O -0.765 -4.578 -0.632
H 0.884 2.509 -5.196
P 0.808 -0.315 -3.778
H 0.974 5.194 2.472
C -0.822 -5.892 -1.211
C -2.277 -6.394 -1.111
O 2.404 -0.479 -0.250
H -3.913 2.923 3.724
H 2.396 1.802 -5.944
H 0.974 1.027 -6.103
H 3.413 -2.682 -4.546
C 2.546 -2.447 -3.929
H -3.448 1.852 5.154
C -1.703 0.447 -4.328
H -2.774 3.374 5.158
H -4.245 3.746 -0.102
Hf 0.210 -0.143 0.087
H 0.036 3.790 3.248
H -5.186 1.373 3.002
*
```